No. 1
Density functional theory data (ωB97M-V with the def2-TZVPD basis set) for a 2-piece molecular cluster, C2H8NO2 overall.

* energy relative to the best compared isomer or geometry (same formula, charge and spin): 7.7 kcal per mole
* LUMO: 0.1630 Eh

```
! RIJCOSX wB97M-V def2-TZVPD def2/J DEFGRID3
* xyz -1 1
C 1.55 -1.45 0.65
O 0.17 -1.40 0.61
H 1.98 -0.97 1.54
H 1.93 -2.49 0.65
H 2.00 -0.96 -0.23
N -1.67 1.27 0.31
C -0.83 1.33 -0.92
O -0.26 0.15 -1.29
H -2.19 0.39 0.22
H -1.04 1.06 1.08
H -1.49 1.72 -1.72
H -0.06 2.10 -0.70
H -0.09 -0.75 -0.20
*
```

=====

No. 2
Density functional theory data (ωB97M-V with the def2-TZVPD basis set) for C2H8NO2P as an isolated structure at a distorted geometry.

* energy relative to the best compared isomer or geometry (same formula, charge and spin): 75.5 kcal per mole
* LUMO (spin up / spin down): 0.0089 / 0.0089 Eh

```
! RIJCOSX wB97M-V def2-TZVPD def2/J DEFGRID3
* xyz 0 1
C 1.53 -0.19 0.68
C 1.32 -0.25 -0.89
N -1.94 0.80 0.88
O -1.81 -1.59 -0.34
O 0.32 0.58 -1.32
P -1.57 -0.21 -0.37
H 2.54 -0.59 0.88
H 1.37 0.76 1.03
H 0.73 -0.77 1.09
H 1.21 -1.29 -1.35
H 2.28 0.07 -1.44
H -1.72 0.50 1.87
H -1.91 1.75 0.55
H -2.35 0.41 -1.26
*
```

=====

No. 3
Density functional theory data (ωB97M-V with the def2-TZVPD basis set) for one molecule with the formula C2H8NO2PS at a distorted geometry.

* energy relative to the best compared isomer or geometry (same formula, charge and spin): 50.6 kcal per mole
* SMILES: CCNP(O)(O)=S
* LUMO: 0.0211 Eh

```
! RIJCOSX wB97M-V def2-TZVPD def2/J DEFGRID3
* xyz 0 1
C 0.02 1.22 -0.38
C 1.05 0.07 -0.25
N 0.30 -1.19 -0.32
P -0.81 -1.42 1.29
O -0.73 -2.98 1.30
O -2.29 -1.22 0.76
S -0.26 -0.62 2.96
H -0.88 1.08 0.43
H 0.61 2.20 -0.09
H -0.49 1.32 -1.28
H 1.64 0.00 -1.08
H 1.46 -0.02 0.68
H -0.34 -1.08 -1.14
H 0.12 -3.31 1.34
H -2.57 -0.35 0.79
*
```

=====

No. 4
Density functional theory data (ωB97M-V with the def2-TZVPD basis set) for a 3-piece molecular cluster, C2H8NO2S overall at a distorted geometry.

* energy relative to the best compared isomer or geometry (same formula, charge and spin): 24.8 kcal per mole
* LUMO: -0.1879 Eh

```
! RIJCOSX wB97M-V def2-TZVPD def2/J DEFGRID3
* xyz 1 1
C 1.58 -2.38 0.03
C -0.22 0.03 1.89
N 1.59 -1.67 -1.06
O -1.21 0.84 1.76
O 0.59 -0.41 1.10
S -2.41 2.82 -0.92
H 0.69 -3.07 0.29
H 2.44 -2.40 0.58
H -0.11 -0.26 3.05
H 0.84 -1.60 -1.62
H -3.60 3.37 -0.74
H 2.27 -0.97 -1.21
H -1.30 1.25 0.88
H -2.76 2.75 -2.23
*
```

=====

No. 5
Density functional theory data (ωB97M-V with the def2-TZVPD basis set) for C2H8NO3PS as an isolated structure at a distorted geometry.

* energy relative to the best compared isomer or geometry (same formula, charge and spin): 23.8 kcal per mole
* LUMO (spin up / spin down): 0.0271 / -0.0723 Eh

```
! RIJCOSX wB97M-V def2-TZVPD def2/J DEFGRID3
* xyz 0 3
C 1.32 -1.67 -0.11
C 1.00 2.10 0.90
N -2.92 -0.14 -0.93
O -1.48 -0.27 1.17
O -0.21 0.72 -1.20
O 1.69 -0.31 0.17
P -2.00 0.66 0.22
S 1.16 0.99 -0.65
H 2.23 -2.27 -0.42
H 0.49 -1.77 -0.93
H 0.88 -2.02 0.86
H 0.69 1.46 1.64
H 0.44 2.90 0.53
H 1.97 2.33 1.19
H -3.51 -0.96 -0.81
H -2.90 -0.01 -1.93
*
```

=====

No. 6
Density functional theory data (ωB97M-V with the def2-TZVPD basis set) for one molecule with the formula C2H8NOPS at a distorted geometry.

* energy relative to the best compared isomer or geometry (same formula, charge and spin): 33.2 kcal per mole
* SMILES: CN[P@](C)(O)=S
* LUMO: 0.0283 Eh

```
! RIJCOSX wB97M-V def2-TZVPD def2/J DEFGRID3
* xyz 0 1
C -0.94 1.80 0.13
N -0.92 0.42 -0.30
P 0.58 -0.32 0.03
C 0.45 -2.05 -0.63
O 0.38 -0.52 1.64
S 2.23 0.65 -0.33
H -0.58 1.66 1.09
H -0.17 2.53 -0.28
H -2.02 2.10 0.01
H -1.32 0.38 -1.24
H 1.42 -2.33 -0.75
H 0.00 -2.56 0.09
H -0.15 -1.83 -1.56
H 1.05 0.05 2.12
*
```

=====

No. 7
Density functional theory data (ωB97M-V with the def2-TZVPD basis set) for a 2-piece molecular cluster, C2H8NOPS overall at a distorted geometry.

* energy relative to the best compared isomer or geometry (same formula, charge and spin): 103.4 kcal per mole
* SMILES: CN=P(C)=S.O
* LUMO: 0.0049 Eh

```
! RIJCOSX wB97M-V def2-TZVPD def2/J DEFGRID3
* xyz 0 1
C 1.77 -0.70 -0.73
N 0.45 -0.73 -0.19
P 0.16 -0.08 1.26
C -1.65 -0.22 1.34
S 1.16 0.59 2.77
H 1.81 0.21 -1.38
H 2.51 -0.44 0.12
H 2.11 -1.54 -1.44
H -2.01 -1.25 1.73
H -2.16 0.39 2.06
H -1.98 -0.03 0.31
O -0.75 1.33 -1.43
H -0.12 0.90 -2.32
H -1.30 1.55 -2.09
*
```

=====

No. 8
Density functional theory data (ωB97M-V with the def2-TZVPD basis set) for a 2-piece molecular cluster, C2H8NOPS overall at a distorted geometry.

* energy relative to the best compared isomer or geometry (same formula, charge and spin): 103.3 kcal per mole
* LUMO (spin up / spin down): 0.0328 / -0.1133 Eh

```
! RIJCOSX wB97M-V def2-TZVPD def2/J DEFGRID3
* xyz 0 3
C -1.01 0.65 1.29
C -1.24 0.02 -0.03
N -0.86 -1.19 -0.40
O -0.02 -1.30 -2.97
P 2.68 -0.47 -1.84
S 1.03 0.06 -3.03
H -1.96 0.95 1.81
H -0.33 -0.01 1.83
H -0.46 1.64 1.25
H -0.45 -1.22 -2.09
H -1.61 0.53 -0.95
H -0.52 -1.81 0.25
H 3.17 0.84 -2.19
H 3.61 -0.83 -2.78
*
```

=====

No. 9
Density functional theory data (ωB97M-V with the def2-TZVPD basis set) for a 2-piece molecular cluster, C2H8NPS overall at a distorted geometry.

* energy relative to the best compared isomer or geometry (same formula, charge and spin): 76.0 kcal per mole
* LUMO (spin up / spin down): -0.0139 / 0.0170 Eh

```
! RIJCOSX wB97M-V def2-TZVPD def2/J DEFGRID3
* xyz 0 1
C 0.36 -1.29 -0.80
C -1.84 0.13 -0.08
N 1.68 1.75 0.50
P 0.50 1.98 1.74
S -0.76 0.09 -1.35
H -0.05 -1.92 0.09
H 1.21 -0.64 -0.33
H 0.71 -1.88 -1.65
H -2.19 -0.72 0.29
H -2.45 0.96 -0.14
H 2.62 1.92 0.81
H 1.61 2.58 -0.19
H 0.64 0.63 2.31
*
```

=====

Computed total energy (Ha) in order:
-286.2351; -627.5357; -1025.8086; -684.1284; -1100.8389; -950.5711; -950.4592; -950.3042; -875.1547